Density functional theory data (the ωB97M-V functional and the def2-TZVPD basis) for a molecular structure, C28H23AsCl5MnNO3S.

CARTESIAN COORDINATES (ANGSTROEM)
Mn1 0.376 0.112 -0.029
Cl1 0.424 3.803 0.631
C1 -0.526 2.732 1.575
C2 -0.439 1.371 1.294
C3 -1.300 0.538 2.009
Cl2 -1.162 -1.107 1.464
C4 -2.179 0.973 2.984
Cl3 -3.213 -0.111 3.825
C5 -2.209 2.344 3.259
Cl4 -3.304 2.944 4.434
C6 -1.390 3.226 2.552
Cl5 -1.466 4.905 2.884
S1 2.053 1.232 -1.112
C7 1.542 1.540 -2.768
C8 2.521 1.637 -3.752
C9 2.158 1.857 -5.067
C10 0.827 2.052 -5.406
C11 -0.149 1.969 -4.428
C12 0.195 1.672 -3.116
As1 -1.120 1.278 -1.745
C13 -2.343 2.750 -2.208
C14 -1.874 4.058 -2.119
C15 -2.653 5.110 -2.568
C16 -3.902 4.866 -3.116
C17 -4.379 3.569 -3.195
C18 -3.608 2.514 -2.735
C19 -2.152 -0.213 -2.464
C20 -3.019 -0.828 -1.562
C21 -3.714 -1.966 -1.925
C22 -3.546 -2.498 -3.195
C23 -2.693 -1.887 -4.097
C24 -1.998 -0.746 -3.736
H1 3.554 1.492 -3.477
H2 2.916 1.868 -5.836
H3 0.548 2.238 -6.434
H4 -1.197 2.108 -4.679
H5 -0.886 4.248 -1.714
H6 -2.284 6.122 -2.499
H7 -4.505 5.685 -3.480
H8 -5.350 3.371 -3.625
H9 -3.980 1.496 -2.805
H10 -3.141 -0.410 -0.562
H11 -4.363 -2.454 -1.212
H12 -4.067 -3.400 -3.476
H13 -2.553 -2.302 -5.083
H14 -1.309 -0.285 -4.432
C25 2.576 -2.431 1.078
C26 3.053 -0.983 1.174
C27 4.084 -0.842 2.306
C28 1.920 -0.007 1.456
H15 3.395 -3.085 0.787
H16 1.786 -2.534 0.337
H17 2.192 -2.777 2.037
H18 3.542 -0.700 0.234
H19 3.652 -1.131 3.263
H20 4.430 0.186 2.380
H21 4.943 -1.478 2.110
H22 2.351 0.990 1.608
H23 1.415 -0.316 2.381
O1 1.051 -1.111 -3.112
N1 0.571 -1.897 -2.323
O2 0.273 -3.034 -2.568
O3 0.343 -1.457 -1.133

Results
2S+1   4
LUMO level (spin up / spin down)   -1.853 / -0.664 eV
ΔE to the lowest compared entry with this formula, charge and spin   11.5 kcal/mol
E_HOMO (spin up / spin down)   -8.125 / -8.305 eV
Kohn-Sham gap (spin up / spin down)   6.3 / 7.6 eV
⟨S²⟩   4.112

Density functional theory data (the ωB97M-V functional and the def2-TZVPD basis) for a molecular structure, C28H23ClN6O6S3Zr.

CARTESIAN COORDINATES (ANGSTROEM)
Zr1 1.264 -0.163 0.201
C1 3.074 5.578 0.606
C2 2.211 4.865 1.642
N1 2.705 3.537 1.907
C3 1.940 2.402 1.826
S1 2.796 0.873 2.021
N2 0.674 2.501 1.575
N3 0.104 1.242 1.351
C4 -1.005 0.884 2.070
C5 -1.767 1.862 2.917
C6 -1.317 -0.437 1.959
C7 -2.392 -1.098 2.641
C8 -2.578 -2.431 2.529
C9 -1.683 -3.180 1.682
C10 -0.677 -2.531 1.045
N4 -0.424 -1.184 1.134
H1 2.689 6.584 0.415
H2 3.084 5.017 -0.328
H3 4.106 5.673 0.957
H4 1.193 4.748 1.276
H5 2.160 5.459 2.564
H6 3.680 3.393 2.094
H7 -1.256 2.824 2.900
H8 -1.833 1.527 3.956
H9 -2.788 2.008 2.547
H10 -3.041 -0.497 3.270
H11 -3.380 -2.925 3.067
H12 -1.785 -4.251 1.555
H13 0.008 -3.094 0.428
O1 1.089 4.718 -3.519
C11 -0.157 4.299 -3.457
O2 -1.065 4.899 -3.992
C12 -0.400 3.048 -2.682
C13 -1.609 2.412 -2.496
Cl1 -3.158 2.794 -3.095
N5 -1.397 1.308 -1.746
N6 -0.101 1.182 -1.448
C14 0.511 2.215 -1.993
C15 1.976 2.317 -1.691
O3 2.649 3.234 -2.201
O4 2.404 1.442 -0.897
C16 -2.368 0.375 -1.264
C17 -3.347 0.808 -0.386
C18 -4.286 -0.102 0.069
C19 -4.207 -1.435 -0.307
C20 -3.191 -1.861 -1.152
C21 -2.274 -0.948 -1.649
H14 1.743 4.117 -3.001
H15 -3.361 1.841 -0.063
H16 -5.049 0.223 0.766
H17 -4.910 -2.153 0.096
H18 -3.096 -2.907 -1.411
H19 -1.463 -1.262 -2.293
O5 4.232 -2.980 0.289
C22 3.027 -2.927 0.119
O6 2.264 -1.967 0.527
C23 2.333 -4.145 -0.470
C24 2.736 -5.359 0.092
C25 2.156 -6.563 -0.258
C26 1.156 -6.574 -1.225
C27 0.776 -5.391 -1.828
C28 1.347 -4.162 -1.465
S2 0.653 -2.794 -2.348
H20 3.525 -5.323 0.832
H21 2.479 -7.484 0.212
H22 0.688 -7.506 -1.522
H23 0.024 -5.391 -2.610
S3 1.904 -1.182 -2.342

Results
LUMO level   4.288 eV
ΔE to the lowest compared entry with this formula, charge and spin   13.6 kcal/mol
E_HOMO   -0.196 eV
Total charge   -2
Kohn-Sham gap   4.5 eV

Density functional theory data (the ωB97M-V functional and the def2-TZVPD basis) for a molecular structure, C28H23FN3O3Tc.

CARTESIAN COORDINATES (ANGSTROEM)
Tc1 0.351 -0.407 -0.804
C1 4.508 -1.407 -0.356
C2 3.034 -1.391 -0.594
N1 2.316 -0.304 -0.630
N2 2.899 0.928 -0.418
C3 1.967 1.851 -0.491
O1 0.721 1.581 -0.784
C4 2.330 3.248 -0.191
C5 1.338 4.225 -0.191
C6 1.664 5.541 0.103
C7 2.979 5.881 0.392
C8 3.970 4.906 0.389
C9 3.649 3.591 0.099
C10 2.247 -2.581 -0.824
C11 2.791 -3.862 -0.917
C12 1.975 -4.932 -1.201
C13 0.610 -4.718 -1.396
C14 0.120 -3.444 -1.276
N3 0.905 -2.384 -0.985
H1 4.858 -0.396 -0.178
H2 5.038 -1.812 -1.222
H3 4.757 -2.026 0.508
H4 0.319 3.943 -0.421
H5 0.893 6.301 0.105
H6 3.234 6.908 0.621
H7 4.994 5.175 0.613
H8 4.409 2.822 0.094
H9 3.855 -3.991 -0.774
H10 2.390 -5.929 -1.282
H11 -0.061 -5.530 -1.636
H12 -0.935 -3.236 -1.403
C15 -0.736 -1.218 3.464
C16 -0.966 -1.024 1.995
O2 -0.221 -0.284 1.372
C17 -2.096 -1.734 1.322
C18 -2.783 -2.729 2.020
C19 -3.850 -3.411 1.460
C20 -4.266 -3.095 0.176
C21 -3.606 -2.106 -0.541
C22 -2.535 -1.448 0.025
O3 -1.912 -0.497 -0.787
H13 0.073 -0.565 3.775
H14 -0.462 -2.256 3.672
H15 -1.637 -0.994 4.040
H16 -2.472 -2.976 3.027
H17 -4.360 -4.178 2.028
H18 -5.104 -3.613 -0.273
H19 -3.914 -1.835 -1.543
F1 -3.861 4.609 -1.079
C23 -3.404 3.353 -0.997
C24 -3.606 2.647 0.172
C25 -3.128 1.347 0.262
C26 -2.477 0.807 -0.825
C27 -2.280 1.509 -1.995
C28 -2.747 2.809 -2.084
H20 -4.128 3.111 0.998
H21 -3.276 0.776 1.171
H22 -1.758 1.047 -2.824
H23 -2.612 3.397 -2.982

Results
2S+1   4
LUMO level (spin up / spin down)   -3.428 / -3.610 eV
ΔE to the lowest compared entry with this formula, charge and spin   0.0 kcal/mol
E_HOMO (spin up / spin down)   -10.502 / -9.899 eV
Total charge   +1
Kohn-Sham gap (spin up / spin down)   7.1 / 6.3 eV
⟨S²⟩   3.805

Density functional theory data (the ωB97M-V functional and the def2-TZVPD basis) for a molecular structure, C28H23INOPSe2Te2Ti.

CARTESIAN COORDINATES (ANGSTROEM)
Ti1 0.203 -0.487 0.091
I1 1.333 3.373 1.564
C1 0.030 4.491 0.270
C2 -0.091 5.848 0.879
C3 -0.814 6.881 0.347
C4 -1.577 6.871 -0.819
C5 -1.850 5.778 -1.699
C6 -2.685 6.050 -2.765
C7 -3.161 5.061 -3.634
C8 -2.793 3.728 -3.407
C9 -1.870 3.393 -2.457
P1 -1.697 1.690 -1.894
C10 -1.055 0.803 -3.414
C11 -0.253 -0.314 -3.238
C12 0.082 -1.178 -4.269
C13 -0.380 -0.908 -5.548
C14 -1.139 0.233 -5.768
C15 -1.477 1.075 -4.717
C16 -3.222 0.737 -1.647
C17 -4.131 1.229 -0.706
C18 -5.328 0.579 -0.477
C19 -5.621 -0.592 -1.167
C20 -4.724 -1.096 -2.095
C21 -3.532 -0.430 -2.346
C22 -1.271 4.399 -1.515
H1 0.446 6.028 1.798
H2 -0.789 7.819 0.888
H3 -2.053 7.808 -1.081
H4 -3.031 7.070 -2.875
H5 -3.862 5.302 -4.419
H6 -3.328 2.958 -3.949
H7 0.189 -0.502 -2.270
H8 0.696 -2.047 -4.070
H9 -0.135 -1.569 -6.368
H10 -1.480 0.470 -6.767
H11 -2.068 1.947 -4.941
H12 -3.899 2.133 -0.155
H13 -6.030 0.976 0.244
H14 -6.551 -1.112 -0.978
H15 -4.951 -2.008 -2.630
H16 -2.852 -0.828 -3.086
Se1 -0.363 0.199 2.389
Te1 -0.399 -2.190 3.210
Te2 1.199 -2.995 1.206
Se2 -0.392 -2.735 -0.726
O1 2.032 0.059 -0.742
C23 2.099 1.116 -1.741
C24 0.993 2.094 -1.434
C25 1.176 3.383 -1.705
C26 0.310 4.511 -1.285
C27 -1.318 3.803 -0.066
C28 -1.341 2.303 -0.196
N1 -0.190 1.504 -0.875
H17 2.854 -0.440 -0.678
H18 2.001 0.662 -2.727
H19 3.062 1.612 -1.655
H20 2.136 3.659 -2.125
H21 0.722 5.454 -1.637
H22 -2.169 4.096 0.553
H23 -1.628 1.799 0.717

Results
2S+1   2
LUMO level (spin up / spin down)   -3.485 / -3.576 eV
ΔE to the lowest compared entry with this formula, charge and spin   127.4 kcal/mol
E_HOMO (spin up / spin down)   -9.925 / -9.933 eV
Total charge   +1
Kohn-Sham gap (spin up / spin down)   6.4 / 6.4 eV
⟨S²⟩   0.956